Record 1
Formula: C2H3NO3
Source: the Open Molecules 2025 dataset
Level of theory: the ωB97M-V functional and the def2-TZVPD basis

Summary:
- Kohn-Sham gap: 0.424 hartree
- Structure (SMILES): O=CNC(=O)O
- Energy relative to the best compared isomer or geometry (same formula, charge and spin): 35.29 kJ/mol
- Energy: -9755.724 eV

Each line ends with the Mulliken charge.
Positions of all 9 atoms, in Å:
O -0.969 1.137 -1.020  -0.585
C -0.641 1.059 0.144  0.228
N 0.076 0.066 0.748  -0.101
C 0.442 -1.110 -0.038  0.540
O 0.906 -2.059 0.532  -0.534
O 0.447 -0.990 -1.330  -0.448
H -0.642 1.917 0.857  0.304
H 0.281 0.100 1.733  0.220
H 0.101 -0.120 -1.626  0.376



Record 2
Formula: C24H21Cl4NO2
Source: the Open Molecules 2025 dataset
Level of theory: the ωB97M-V functional and the def2-TZVPD basis

Summary:
- Kohn-Sham gap: 0.258 hartree
- Structure (SMILES): O=C1C(Cl)=C(Cl)C(Cl)=C(Cl)[C@]1([O-])[N@+]12CC[C@H](CC1)C[C@@H]2Cc1cccc2ccccc12
- Energy: -80900.580 eV

Each line ends with the Mulliken charge.
Positions of all 52 atoms, in Å:
O 3.310 1.466 -2.115  -0.747
C 3.078 1.434 -0.895  0.205
C 4.064 1.981 -0.013  -0.030
Cl 5.568 2.388 -0.707  -0.154
C 3.761 2.231 1.306  0.246
Cl 4.868 3.059 2.297  -0.160
C 2.622 1.554 1.900  0.147
Cl 2.360 1.750 3.597  -0.198
C 1.812 0.731 1.170  -0.387
Cl 0.671 -0.216 2.045  -0.086
C 1.550 1.034 -0.385  1.543
O 0.790 2.038 -0.573  -0.781
N 1.142 -0.145 -1.158  0.008
C 1.048 0.303 -2.615  -0.565
C 1.069 -0.860 -3.564  -0.943
C 0.652 -2.114 -2.793  -0.102
C 1.868 -2.454 -1.932  -1.138
C 2.066 -1.342 -0.901  -0.504
C -0.495 -1.871 -1.810  -1.312
C -0.259 -0.694 -0.833  0.120
C -1.456 0.301 -0.883  -1.669
C -2.074 0.870 0.376  0.249
C -2.386 2.221 0.433  -0.583
C -2.974 2.795 1.576  -0.806
C -3.262 2.014 2.685  -0.891
C -3.021 0.620 2.655  0.810
C -3.268 -0.209 3.774  -0.779
C -3.072 -1.577 3.697  -0.674
C -2.738 -2.171 2.465  -0.769
C -2.535 -1.383 1.342  -0.141
C -2.524 0.023 1.439  0.797
H 1.893 0.953 -2.814  0.489
H 0.156 0.926 -2.693  0.385
H 2.094 -0.943 -3.947  0.415
H 0.450 -0.637 -4.433  0.356
H 0.399 -2.924 -3.491  0.447
H 1.717 -3.398 -1.396  0.396
H 2.776 -2.569 -2.534  0.373
H 3.093 -0.953 -0.872  0.515
H 1.811 -1.703 0.103  0.500
H -0.654 -2.777 -1.208  0.450
H -1.424 -1.725 -2.364  0.521
H -0.168 -1.075 0.192  0.775
H -2.291 -0.236 -1.375  0.559
H -1.198 1.144 -1.527  0.355
H -2.159 2.845 -0.427  0.401
H -3.198 3.861 1.584  0.378
H -3.683 2.466 3.587  0.373
H -3.616 0.263 4.695  0.372
H -3.204 -2.194 4.584  0.389
H -2.640 -3.253 2.394  0.408
H -2.390 -1.845 0.363  0.439



Record 3
Formula: C4H7N2
Source: the Open Molecules 2025 dataset
Level of theory: the ωB97M-V functional and the def2-TZVPD basis

Summary:
- Kohn-Sham gap (alpha / beta): 0.284 / 0.287 hartree
- Energy relative to the best compared isomer or geometry (same formula, charge and spin): 561.26 kJ/mol
- Net charge: +1
- Energy: -7229.921 eV

Each line ends with the Mulliken charge.
Positions of all 13 atoms, in Å:
C 0.204 -1.364 0.191  0.153
C 1.427 -1.460 -0.081  -0.926
C -0.581 -0.052 0.144  0.819
C 1.136 1.520 -0.106  -0.329
N -0.152 1.239 0.203  -0.147
N -1.888 -0.318 -0.112  -0.362
H -0.559 -2.213 0.431  0.231
H 2.410 -1.525 -0.511  0.402
H 1.619 2.438 0.194  0.318
H 1.743 0.572 -0.315  0.076
H -0.682 2.031 0.621  0.346
H -2.266 -1.229 -0.095  0.186
H -2.410 0.360 -0.565  0.233



Record 4
Formula: C13H23F5NOPTeTi
Source: the Open Molecules 2025 dataset
Level of theory: the ωB97M-V functional and the def2-TZVPD basis

Summary:
- Kohn-Sham gap (alpha / beta): 0.267 / 0.171 hartree
- Expectation value of S²: 2.008
- Energy relative to the best compared isomer or geometry (same formula, charge and spin): 44.24 kJ/mol
- Spin multiplicity: 3
- Energy: -70675.145 eV

Each line ends with the Mulliken charge.
Positions of all 46 atoms, in Å:
C 1.678 -0.595 -3.643  -0.825
C 2.003 0.534 -2.886  -1.059
C 1.544 0.667 -1.565  1.341
C 0.692 -0.300 -1.006  0.685
C 0.414 -1.449 -1.759  1.107
C 0.894 -1.597 -3.071  -0.735
C 2.092 1.833 -0.785  -0.697
C 1.132 2.740 0.020  -0.887
N -0.223 2.203 0.299  0.502
Ti -0.004 0.150 1.035  -0.883
C -0.360 -2.602 -1.197  -1.397
P -1.455 -2.032 0.181  1.104
H 2.647 1.305 -3.319  0.393
H 0.646 -2.500 -3.644  0.424
H 2.033 -0.690 -4.671  0.389
H 0.298 -3.357 -0.739  0.489
H -1.001 -3.085 -1.951  0.540
H 2.849 1.466 -0.065  0.362
H 2.611 2.512 -1.481  0.400
H 1.602 2.978 0.986  0.383
C -2.113 -3.276 1.290  -1.163
C -2.889 -1.520 -0.921  -1.534
H 0.982 3.695 -0.514  0.421
C -1.076 2.276 -0.910  -1.225
C -0.859 3.046 1.342  -1.158
H -0.225 -1.801 0.992  0.014
H -1.237 3.341 -1.143  0.407
H -0.617 1.785 -1.772  0.415
H -2.048 1.804 -0.710  0.345
H -1.048 4.042 0.920  0.438
H -1.804 2.597 1.660  0.272
H -0.198 3.146 2.208  0.344
H -3.355 -2.402 -1.375  0.449
H -3.635 -0.984 -0.321  0.421
H -2.533 -0.837 -1.702  0.357
H -2.588 -4.073 0.697  0.392
H -1.286 -3.673 1.898  0.429
H -2.853 -2.815 1.959  0.399
H -1.691 -0.693 0.669  0.258
F 2.656 1.519 3.703  -0.530
Te 1.646 -0.178 3.913  1.423
F -1.258 0.406 2.398  -0.618
F 0.997 -2.033 3.653  -0.534
F 3.336 -0.950 3.677  -0.385
F 2.054 -0.454 5.848  -0.524
O 1.552 -0.150 1.804  -0.751



Record 5
Formula: C2H4NP
Source: the Open Molecules 2025 dataset
Level of theory: the ωB97M-V functional and the def2-TZVPD basis

Summary:
- Kohn-Sham gap (alpha / beta): 0.282 / 0.299 hartree
- Expectation value of S²: 2.022
- Energy relative to the best compared isomer or geometry (same formula, charge and spin): 516.59 kJ/mol
- Spin multiplicity: 3
- Energy: -12909.403 eV

Each line ends with the Mulliken charge.
Positions of all 8 atoms, in Å:
C -1.259 -0.436 0.235  -0.215
C -2.373 -0.864 -0.445  0.284
N -1.415 -0.430 -1.155  -0.396
P 2.580 0.256 0.456  -0.104
H 1.734 0.769 -0.597  0.052
H -3.409 -1.165 -0.544  0.298
H 1.366 0.248 1.180  0.027
H 2.776 1.622 0.869  0.054



Record 6
Formula: CH3PS
Source: the Open Molecules 2025 dataset
Level of theory: the ωB97M-V functional and the def2-TZVPD basis

Summary:
- Kohn-Sham gap (alpha / beta): 0.354 / 0.251 hartree
- Expectation value of S²: 2.006
- Energy relative to the best compared isomer or geometry (same formula, charge and spin): 85.80 kJ/mol
- Spin multiplicity: 3
- Energy: -21206.292 eV

Each line ends with the Mulliken charge.
Positions of all 6 atoms, in Å:
C -0.389 0.182 -0.125  -0.638
P 1.270 -0.616 -0.085  0.027
S -2.051 -0.420 -0.029  -0.079
H -0.308 0.997 0.621  0.341
H -0.432 0.705 -1.001  0.312
H 0.640 -1.788 0.338  0.037